Entry 1:
C33H35ClFN2OP | wB97M-V/def2-TZVPD

The geometry in ORCA input format:
```
! wB97M-V def2-TZVPD RIJCOSX def2/J DEFGRID3
* xyz 2 1
H -0.652 4.285 -3.841
H -3.484 -4.418 3.685
H 0.344 -2.539 5.355
H -3.411 -2.079 2.818
F -0.965 1.078 -0.662
C -0.165 2.850 -2.308
C -0.900 3.537 -0.056
C 1.242 -2.062 -0.902
C -2.301 -5.222 2.057
C -2.906 -2.886 2.280
C -1.603 6.297 -2.568
N -1.475 4.916 -2.015
H 2.347 -5.407 2.826
C -0.363 4.253 -2.786
C -1.646 -3.626 0.366
C 3.318 1.612 2.122
H 2.276 -4.238 -3.959
H -2.648 1.956 -2.479
C -0.803 -0.429 0.612
C 3.314 1.836 -0.292
P 0.770 -1.235 0.626
C 0.723 -2.844 4.380
C 1.388 -4.064 4.223
Cl -2.896 7.248 -1.772
H 1.542 -4.715 5.082
H -0.806 0.453 1.239
C 1.998 -3.597 -3.118
C 1.970 0.118 0.771
C 2.563 -2.536 -1.021
C -2.949 -4.195 2.760
N -1.145 2.653 -1.224
H -0.375 2.100 -3.079
C 2.413 0.549 2.028
H -1.201 -3.404 -0.604
H 3.662 1.938 3.103
C -2.098 -1.137 0.654
H -2.958 4.112 -3.285
H 0.832 2.683 -1.887
H -3.551 4.640 -1.686
H 3.664 2.328 -1.200
C 2.406 0.778 -0.389
C 1.032 -2.365 2.015
H -2.309 -6.244 2.443
C 1.655 -3.612 1.856
H 0.532 4.867 -2.634
C -2.197 -2.578 1.109
C 2.935 -3.314 -2.119
H -1.883 5.463 -0.008
C 0.715 -3.050 -3.052
H -0.657 6.832 -2.421
C -2.547 2.722 -1.703
H 2.059 0.049 2.928
H 0.119 3.330 0.297
H 3.296 -2.310 -0.242
H -0.162 5.511 -0.467
H -1.622 3.240 0.713
C -1.656 -4.934 0.854
H -1.153 -5.723 0.284
H 4.502 3.057 1.036
O -3.115 -0.519 0.305
H 2.059 0.444 -1.370
H 0.001 -1.062 3.409
C -2.751 4.109 -2.210
C -1.090 4.935 -0.545
H -3.178 2.458 -0.850
C 1.845 -4.451 2.957
C 3.780 2.242 0.964
H 3.952 -3.704 -2.184
H -1.847 6.230 -3.635
C 0.539 -2.002 3.282
H 1.987 -3.940 0.873
H -0.640 -1.772 -1.933
C 0.345 -2.244 -1.968
H -0.015 -3.248 -3.839
*
```

The highest occupied orbital energy comes out at -13.13 eV. The calculation puts the HOMO-LUMO gap at 0.2530 hartree.

These are the Löwdin partial charges, in e, on atoms 1 to 4: 0.152, 0.115, 0.118, 0.125

Entry 2:
C3H5N3 | wB97M-V/def2-TZVPD

The geometry in ORCA input format:
```
! wB97M-V def2-TZVPD RIJCOSX def2/J DEFGRID3
* xyz 0 1
H 0.005 1.618 0.912
N 1.974 -0.196 -0.051
H 0.294 -2.149 0.504
H -0.144 1.925 -0.815
C 0.695 -0.083 -0.107
H 2.465 0.715 -0.062
N -1.555 0.497 -0.018
C -0.274 1.095 -0.077
N -0.074 -1.187 -0.177
C -1.332 -0.743 -0.096
H -2.052 -1.492 -0.014
*
```

The highest occupied orbital energy comes out at -9.02 eV. The value obtained for the relative energy (zero: lowest compared OMol25 entry of this formula, charge and spin) is 1.7145 eV. As for the SMILES: [H]/N=C1\CN=CN1. The calculation puts the HOMO-LUMO gap at 0.3542 hartree.

These are the Löwdin partial charges, in e, on atoms 1 to 4: 0.145, 0.105, 0.281, 0.129

Entry 3:
C19H24N2O3 | wB97M-V/def2-TZVPD

The geometry in ORCA input format:
```
! wB97M-V def2-TZVPD RIJCOSX def2/J DEFGRID3
* xyz 0 1
C 2.427 -1.588 1.057
C -3.199 1.429 -0.540
H 4.752 0.952 0.895
C 3.106 -1.137 -1.298
H -1.641 2.234 -1.782
H -4.581 -3.255 1.322
H 4.521 0.480 -1.532
O -3.534 -2.218 -0.119
H -1.753 3.211 1.004
H 0.349 -1.291 0.528
H 0.150 1.501 -1.307
H 0.922 -0.234 1.823
H 2.412 1.706 1.303
H -6.385 1.046 0.617
C 4.280 -0.295 -0.800
C -3.687 -0.858 -0.174
H 1.038 -0.840 -1.848
C -2.211 2.517 -0.894
N -1.299 2.788 0.205
O 0.064 1.953 1.792
H 4.475 -1.377 1.711
C -4.756 -2.725 0.371
O -5.656 -1.659 0.583
H 2.903 2.036 -0.364
C 2.795 -2.232 -0.279
C -2.785 0.093 -0.576
C 1.878 -0.245 -1.481
C -0.272 1.959 0.624
H -5.184 -3.428 -0.361
H -4.776 2.793 -0.087
H 3.365 -1.593 -2.260
H 1.967 -2.848 -0.637
C 3.598 -0.745 1.560
H 5.163 -0.926 -0.680
C -5.393 0.786 0.288
H 3.339 -0.289 2.517
H 2.200 -2.371 1.788
C 1.509 0.400 -0.144
C -4.476 1.756 -0.111
C 3.912 0.346 0.538
N 0.320 1.223 -0.355
H 2.094 0.533 -2.220
H -2.739 3.448 -1.114
C 2.688 1.241 0.356
H 3.665 -2.879 -0.155
C 1.199 -0.699 0.877
C -4.974 -0.520 0.251
H -1.793 -0.180 -0.893
*
```

The highest occupied orbital energy comes out at -8.18 eV. The value obtained for the relative energy (zero: lowest compared OMol25 entry of this formula, charge and spin) is 0.9745 eV. As for the SMILES: O=C(NCc1ccc2c(c1)OCO2)N[C@]12C[C@H]3C[C@H](C[C@H](C3)C1)C2. The calculation puts the HOMO-LUMO gap at 0.3253 hartree.

These are the Löwdin partial charges, in e, on atoms 1 to 4: -0.288, -0.209, 0.140, -0.291

Entry 4:
C4H8N2O | wB97M-V/def2-TZVPD

The geometry in ORCA input format:
```
! wB97M-V def2-TZVPD RIJCOSX def2/J DEFGRID3
* xyz 0 1
N 2.056 0.302 0.008
H -0.408 0.537 2.134
H 1.924 1.254 0.356
H 1.936 -2.082 -0.797
H -2.040 0.451 1.315
H -1.053 2.377 -0.008
H -2.099 0.537 -1.074
C 0.972 -0.276 -0.254
C 0.925 -1.718 -0.635
H 0.328 -1.837 -1.539
H 0.443 -2.294 0.156
C -0.359 0.422 -0.117
N -0.322 1.761 0.330
O -1.330 -0.047 -1.088
C -0.972 0.613 1.214
*
```

The highest occupied orbital energy comes out at -9.65 eV. The value obtained for the relative energy (zero: lowest compared OMol25 entry of this formula, charge and spin) is 2.7827 eV. As for the SMILES: [H]/N=C(/C)[C@@]1(O)CN1. The calculation puts the HOMO-LUMO gap at 0.3780 hartree.

These are the Löwdin partial charges, in e, on atoms 1 to 4: 0.162, 0.098, 0.052, 0.080

Entry 5:
C26H17BrCoF6N7O13S2 | wB97M-V/def2-TZVPD

The geometry in ORCA input format:
```
! wB97M-V def2-TZVPD RIJCOSX def2/J DEFGRID3
* xyz -1 2
C 5.902 -5.354 -0.029
O 5.744 -0.360 -0.893
F -3.130 3.584 2.935
C -2.882 2.447 2.305
C -3.828 -1.451 -0.678
H 2.652 -2.794 -0.639
C 3.686 -4.554 -0.212
C 4.058 -6.855 0.461
S -2.168 2.732 0.606
C 3.186 -5.807 0.163
H 5.434 -3.338 -0.624
C 4.189 -0.435 0.790
H 0.858 2.018 -2.056
Co 0.057 0.119 0.502
O -1.365 3.911 0.711
C 3.612 0.120 3.447
C -1.948 -2.779 -0.318
H -0.382 -6.231 0.239
O 3.827 -1.140 -1.409
C -2.764 -3.843 -0.010
O -2.412 -1.538 -0.537
H 6.119 -7.400 0.591
C 1.708 3.927 0.441
F -1.995 1.745 3.009
C 4.926 0.185 2.976
H 1.058 -1.913 -0.868
Br -3.305 -6.573 0.521
C 5.208 -0.085 1.662
N 1.161 1.821 0.001
C -0.556 -2.938 -0.469
C -2.181 -5.087 0.163
H -4.332 -1.642 0.272
C -0.832 -5.266 0.075
O 0.106 -1.800 -0.922
O 1.854 -0.792 0.432
C 5.413 -6.611 0.361
O 5.740 0.703 5.060
H 3.669 -7.820 0.762
C 2.581 -0.189 2.605
O 0.203 -0.027 2.404
H -3.833 -3.724 0.088
C 1.126 2.510 -1.132
H -4.171 -2.167 -1.428
H 6.219 -0.022 1.295
N -3.365 2.790 -0.393
C 1.465 -4.553 -0.170
C -5.679 3.420 -1.286
C 0.026 -4.186 -0.218
N 1.812 -5.770 0.180
H -4.051 -0.450 -1.004
N 6.008 0.543 3.880
H 6.972 -5.203 -0.104
N 4.604 -0.671 -0.581
O 7.134 0.662 3.418
H 1.563 2.401 1.906
H 3.402 0.308 4.490
C 2.811 -0.497 1.223
C 1.184 -0.269 3.201
F -6.168 2.525 -0.418
C 5.053 -4.303 -0.320
H 1.532 4.644 -1.635
F -4.013 1.741 2.194
N 1.511 2.698 0.946
O -4.515 4.823 0.605
S -4.131 4.181 -0.618
N 2.567 -3.772 -0.418
F -5.438 2.809 -2.450
F -6.593 4.370 -1.482
O -3.608 4.966 -1.691
C 1.476 3.848 -0.912
O 1.078 -0.499 4.395
H 1.985 4.765 1.061
O -1.466 1.482 0.376
*
```

The highest occupied orbital energy (alpha / beta) comes out at -6.59 / -6.59 eV. The value obtained for the relative energy (zero: lowest compared OMol25 entry of this formula, charge and spin) is 1.8955 eV. As for the expectation value of S²: 0.756. The calculation puts the HOMO-LUMO gap (alpha / beta) at 0.2841 / 0.2853 hartree.

These are the Löwdin partial charges, in e, on atoms 1 to 4: -0.098, 0.058, 0.152, -0.661

Entry 6:
C6H10N2O2 | wB97M-V/def2-TZVPD

The geometry in ORCA input format:
```
! wB97M-V def2-TZVPD RIJCOSX def2/J DEFGRID3
* xyz 0 1
H -0.325 2.097 -2.485
H 0.050 2.760 0.007
C 0.029 1.244 -2.002
H 0.335 -4.063 0.495
N -0.473 -0.371 -0.270
H 1.133 1.160 -1.735
H -0.086 -2.333 -0.439
C 0.381 0.908 1.423
O -0.759 -1.415 -1.057
C 0.081 -0.472 0.877
H -1.324 2.072 1.050
C -0.803 0.957 -0.707
H 1.420 0.961 1.229
C 0.773 -2.326 1.431
H -2.009 0.868 -0.971
O 1.494 -2.267 2.343
N 0.247 -3.032 0.479
C -0.437 1.802 0.466
H 0.283 1.120 2.565
H -0.011 0.330 -2.699
*
```

The highest occupied orbital energy comes out at -9.18 eV. The value obtained for the relative energy (zero: lowest compared OMol25 entry of this formula, charge and spin) is 4.4452 eV. The calculation puts the HOMO-LUMO gap at 0.3680 hartree.

These are the Löwdin partial charges, in e, on atoms 1 to 4: 0.046, 0.149, -0.038, 0.126

Entry 7:
C18H17Cl5LiN4O2P | wB97M-V/def2-TZVPD

The geometry in ORCA input format:
```
! wB97M-V def2-TZVPD RIJCOSX def2/J DEFGRID3
* xyz 0 1
Cl -1.996 0.379 2.444
H -0.201 -5.488 0.039
H 2.342 -3.683 1.829
Li 0.803 1.329 -0.364
C 3.132 2.397 -0.133
N 0.866 3.352 -0.129
C 2.681 4.899 -0.027
C 0.012 4.376 -0.087
Cl -3.220 1.982 -3.464
H 1.055 -4.893 1.958
Cl -4.890 1.190 1.609
C -2.307 0.877 0.779
Cl -0.306 1.190 -2.605
C -1.602 1.210 -1.407
C -0.650 -2.242 -0.909
H 2.974 -2.833 -0.318
H -1.256 -4.156 1.853
C 1.790 5.956 0.013
H -1.045 4.122 -0.112
H 0.133 -4.703 -1.530
N 0.407 -2.912 1.832
H -0.672 -2.484 -1.971
C 0.844 -1.587 1.360
H -0.305 6.490 0.016
H 2.059 -3.261 -1.748
H 2.149 6.977 0.065
H -1.453 -1.538 -0.691
H 0.160 -0.821 1.725
C 1.966 -3.017 -0.688
N -0.916 -3.505 -0.132
C -1.250 0.863 -0.110
N 1.414 -4.187 0.028
C -2.884 1.565 -1.822
H -1.595 -2.418 1.570
H 1.828 -1.371 1.778
C 0.426 5.693 -0.016
H 3.755 5.033 -0.004
C 0.134 -4.573 -0.448
Cl -5.512 1.992 -1.338
C 2.181 3.607 -0.096
C -3.619 1.215 0.441
O 4.334 2.637 -0.087
C 1.353 -3.962 1.472
C -0.900 -3.238 1.387
P 0.979 -1.429 -0.491
H -1.836 -3.864 -0.384
C -3.908 1.571 -0.876
O 2.544 1.266 -0.210
*
```

The highest occupied orbital energy comes out at -8.25 eV. The value obtained for the relative energy (zero: lowest compared OMol25 entry of this formula, charge and spin) is 0.0646 eV. The calculation puts the HOMO-LUMO gap at 0.2788 hartree.

These are the Löwdin partial charges, in e, on atoms 1 to 4: 0.641, 0.139, 0.136, 0.452

Entry 8:
CH2NO4 | wB97M-V/def2-TZVPD

The geometry in ORCA input format:
```
! wB97M-V def2-TZVPD RIJCOSX def2/J DEFGRID3
* xyz 1 1
H 0.983 -0.559 -1.935
O 1.042 -0.305 -0.909
C 0.720 1.077 2.735
O -1.623 0.862 -0.724
O -0.193 0.844 2.123
N -1.479 -0.172 -0.417
H 1.900 -0.508 -0.706
O -1.350 -1.239 -0.167
*
```

The highest occupied orbital energy comes out at -16.70 eV. The value obtained for the relative energy (zero: lowest compared OMol25 entry of this formula, charge and spin) is 0.2992 eV. The calculation puts the HOMO-LUMO gap at 0.3569 hartree.

These are the Löwdin partial charges, in e, on atoms 1 to 4: 0.152, -0.053, 0.040, 0.485

Energy (eV)
-64326.5162, -7660.7411, -29216.7015, -9303.6105, -209928.4251, -13455.4962, -101103.4850, -10736.3384
Strongest force on any atom (eV/A)
4.3, 6.3, 1.3, 2.0, 2.2, 4.2, 0.7, 6.2